50
Properties=species:S:1:pos:R:3 method="wB97M-V/def2-TZVPD" s_squared=0.767 total_charge=0 e_homo_ev="-7.0 / -7.1" multiplicity=2 e_lumo_ev="-0.9 / -1.0"
Re -0.1219 0.1888 0.1608
Se -2.2154 1.0978 -0.6555
Se -2.9952 -0.3697 -2.3655
Te -2.4866 -2.5059 -1.1566
Se -0.0221 -1.9836 -0.9218
O -0.9544 -0.6347 1.8346
N -1.5391 0.2085 2.7121
C -2.3856 -0.3841 3.5851
C -3.0240 0.3548 4.5372
C -2.7861 1.7347 4.5813
C -1.9382 2.3124 3.6760
C -1.2935 1.5407 2.6933
S -0.2010 2.1739 1.5324
H -2.4816 -1.4478 3.4344
H -3.6973 -0.1322 5.2257
H -3.2813 2.3476 5.3215
H -1.7484 3.3752 3.6789
C 4.3638 -0.4282 0.4021
C 2.9326 -0.9534 0.3015
C 2.8294 -2.2483 1.1073
C 1.9090 0.0826 0.8017
H 5.0912 -1.1761 0.0794
H 4.5968 -0.1624 1.4366
H 4.5281 0.4669 -0.2019
H 2.7334 -1.1950 -0.7497
H 3.1432 -2.0658 2.1390
H 3.4726 -3.0282 0.6963
H 1.8092 -2.6301 1.1321
H 2.3699 1.0761 0.7994
H 1.7349 -0.0939 1.8769
C 2.2747 2.4312 -1.4113
P 0.9439 1.2590 -1.8086
C -0.1269 2.3227 -2.8211
C 1.6913 0.1767 -3.0682
C 3.0647 -0.0147 -3.1601
C 3.5930 -0.8884 -4.1010
C 2.7512 -1.5798 -4.9567
C 1.3779 -1.3993 -4.8665
C 0.8503 -0.5318 -3.9262
H 3.1079 1.9369 -0.9223
H 1.8850 3.1859 -0.7258
H 2.6293 2.9206 -2.3191
H 0.4534 2.7676 -3.6293
H -0.5631 3.0989 -2.1923
H -0.9470 1.7349 -3.2291
H 3.7442 0.5113 -2.5019
H 4.6646 -1.0262 -4.1624
H 3.1615 -2.2627 -5.6887
H 0.7127 -1.9463 -5.5212
H -0.2256 -0.4382 -3.8431

---

11
Properties=species:S:1:pos:R:3 method="wB97M-V/def2-TZVPD" total_charge=+1 e_homo_ev=-14.1 multiplicity=1 e_lumo_ev=-5.1
O 1.4522 1.0435 -1.0152
C 0.4022 1.6470 -1.0365
C -0.9081 1.0548 -0.6152
H -1.4382 1.7515 0.0510
H -1.5271 0.8427 -1.5000
H 0.2433 2.5334 -1.6957
Cu 1.4980 -0.9485 0.1262
O -0.5748 -0.1553 0.0682
C -1.3695 -0.6009 1.0231
O -0.7670 -1.6814 1.4559
H -1.2698 -2.0709 2.1833

---

8
Properties=species:S:1:pos:R:3 method="wB97M-V/def2-TZVPD" smiles="O=CNC=O" total_charge=0 e_homo_ev=-10.5 multiplicity=1 e_lumo_ev=0.8
O 0.0144 1.7484 1.5035
C -0.2998 0.7815 0.8393
N 0.5233 0.1141 -0.0185
C -0.0321 -0.9587 -0.8727
O 0.6333 -1.4232 -1.7297
H -1.3205 0.3754 0.8271
H 1.4553 0.4421 -0.0961
H -0.9738 -1.0796 -0.4530

---

122
Properties=species:S:1:pos:R:3 method="wB97M-V/def2-TZVPD" smiles="C[N+](=O)[O-].C[N+](=O)[O-].COC(=O)OC.COC(=O)OC.COC(=O)OC.COC(=O)OC.COC(=O)OC.COC(=O)OC.COC(=O)OC.COC(=O)OC.COC(=O)OC" total_charge=0 e_homo_ev=-10.7 multiplicity=1 e_lumo_ev=0.4
C 4.2617 -3.9317 -2.4237
N 5.4191 -4.3507 -1.5947
O 5.9690 -3.4883 -0.9330
O 5.7213 -5.5213 -1.5968
H 4.5655 -3.1849 -3.1484
H 3.5650 -3.4748 -1.7259
H 3.8454 -4.8214 -2.8758
C -3.5777 4.2347 4.9035
N -3.1827 3.3028 3.8324
O -2.1894 3.5667 3.1944
O -3.8705 2.3114 3.6699
H -2.8073 4.9910 5.0021
H -3.7326 3.6716 5.8142
H -4.4676 4.7489 4.5437
C -2.9604 -0.5040 -2.7180
O -3.7862 0.2348 -3.6189
C -3.8985 1.5464 -3.3931
O -3.2190 2.1797 -2.6462
O -4.8919 2.1117 -4.0871
C -5.5892 1.3958 -5.0898
H -1.9160 -0.2228 -2.8296
H -3.0181 -1.5482 -3.0267
H -3.3253 -0.4048 -1.7017
H -5.1012 1.4776 -6.0645
H -6.5779 1.8393 -5.1589
H -5.6632 0.3336 -4.8650
C 5.1579 3.6981 1.2079
O 4.2690 4.5546 0.4939
C 3.2277 5.0241 1.1708
O 2.9094 4.7644 2.3016
O 2.5731 5.8647 0.3714
C 1.3426 6.3978 0.8929
H 5.2854 4.0040 2.2434
H 6.0980 3.7258 0.6645
H 4.7925 2.6702 1.1880
H 0.8251 5.6379 1.4813
H 0.7650 6.6919 0.0279
H 1.5499 7.2034 1.5965
C -2.3187 -4.6463 -0.9107
O -1.6843 -4.1386 -2.0780
C -2.1265 -4.3929 -3.2832
O -3.2083 -4.8494 -3.5528
O -1.1775 -4.0340 -4.1494
C -1.4685 -4.2614 -5.5155
H -1.6332 -4.5164 -0.0864
H -2.4806 -5.7165 -1.0818
H -3.3025 -4.2160 -0.7358
H -2.5029 -4.0305 -5.7755
H -1.2726 -5.2964 -5.7984
H -0.8444 -3.6001 -6.1125
C 4.4183 -0.3925 -0.6592
O 4.4339 0.5526 -1.7154
C 3.6300 0.3240 -2.7423
O 2.9091 -0.6284 -2.9051
O 3.7288 1.3594 -3.5750
C 3.1993 1.1409 -4.8791
H 4.9974 -1.2938 -0.8954
H 3.4177 -0.7606 -0.4358
H 4.9032 0.0246 0.2170
H 3.6158 0.2509 -5.3512
H 3.4940 2.0070 -5.4672
H 2.1127 1.0680 -4.8712
C 2.8400 1.7281 3.6847
O 3.3688 0.6802 4.4911
C 4.1424 1.0650 5.4984
O 4.4063 2.1963 5.8096
O 4.5944 -0.0275 6.1120
C 5.3408 0.2159 7.2969
H 2.5812 2.6204 4.2512
H 2.0351 1.3771 3.0539
H 3.6122 2.1004 3.0074
H 4.7822 0.8179 8.0150
H 6.2709 0.7478 7.0958
H 5.5421 -0.7653 7.7153
C -3.5362 -0.4495 1.6793
O -2.3518 -0.5398 2.4382
C -1.6640 -1.6640 2.3073
O -1.9792 -2.5680 1.5708
O -0.6000 -1.5853 3.0954
C 0.3631 -2.6176 2.9383
H -4.2395 -1.2623 1.9007
H -3.3262 -0.5227 0.6120
H -4.0591 0.4621 1.9427
H 0.8311 -2.5357 1.9575
H -0.0737 -3.6004 3.1121
H 1.1328 -2.4604 3.6905
C 0.3116 -7.7788 -3.4464
O 0.0582 -7.3970 -2.0997
C 0.7939 -6.3814 -1.6506
O 1.4984 -5.6867 -2.3302
O 0.5907 -6.2481 -0.3520
C 1.3496 -5.2887 0.3765
H -0.3328 -8.6243 -3.6586
H 1.3541 -8.0765 -3.5721
H 0.1168 -6.9672 -4.1466
H 1.4770 -5.7234 1.3664
H 0.7671 -4.3785 0.4895
H 2.3199 -5.1377 -0.0893
C -4.0294 3.4596 0.3042
O -5.0136 4.4704 0.0673
C -5.2452 5.3335 1.0398
O -4.6760 5.4148 2.1011
O -6.2542 6.1226 0.6645
C -6.3939 7.3279 1.4028
H -4.1155 3.0352 1.2995
H -3.0260 3.8332 0.1063
H -4.2155 2.7091 -0.4590
H -7.2460 7.8573 0.9875
H -5.5147 7.9552 1.2437
H -6.5514 7.1222 2.4585
C 0.0066 2.3192 1.2605
O 0.7524 1.1358 0.9338
C 0.2005 0.2982 0.0734
O -0.8514 0.4336 -0.5005
O 1.0111 -0.7449 -0.0362
C 0.6031 -1.8641 -0.8258
H 0.6824 3.1642 1.1619
H -0.4039 2.2163 2.2613
H -0.8321 2.4541 0.5800
H -0.3910 -2.2003 -0.5302
H 1.3231 -2.6475 -0.6164
H 0.6540 -1.6142 -1.8833

---

24
Properties=species:S:1:pos:R:3 method="wB97M-V/def2-TZVPD" total_charge=+1 e_homo_ev=-13.5 multiplicity=1 e_lumo_ev=-2.9
C -1.8848 -0.1484 0.7132
C 1.3154 0.9133 2.4580
C -0.0765 -1.6297 -2.4850
C -1.3765 1.2631 0.6321
C 1.5110 0.2878 1.1727
N 2.0428 -0.5685 0.5301
N 0.0266 1.3266 0.1704
N 1.0002 -0.7215 -2.0234
H -1.2324 -0.6823 1.4419
H -2.7920 -0.2910 1.2053
H -1.9447 -0.8576 -0.1875
H 1.4336 1.9800 2.3764
H 2.0616 0.4203 2.9993
H 0.2721 0.7408 2.5643
H -0.6873 -1.1763 -3.2059
H 0.3510 -2.5296 -2.9226
H -0.6315 -1.9332 -1.6113
H -2.0022 1.9260 0.0601
H -1.2864 1.6998 1.5945
H 2.3821 -0.9848 -0.3219
H 1.8661 -1.2139 -2.2034
H 0.3519 2.3047 0.1901
H 0.3289 0.8930 -0.8071
H 1.1844 0.0332 -2.7308

---

70
Properties=species:S:1:pos:R:3 method="wB97M-V/def2-TZVPD" s_squared=3.784 total_charge=+4 e_homo_ev="-19.2 / -19.2" multiplicity=4 e_lumo_ev="-12.7 / -15.7"
N 2.8116 -1.9037 0.1173
C 3.3906 -2.7486 0.6707
C 4.1720 -3.7355 1.3771
H 4.9721 -3.2254 1.9399
H 4.6256 -4.4320 0.6529
H 3.5296 -4.2916 2.0782
N -2.0099 -1.8481 -3.7941
C -2.7572 -2.2186 -4.6036
C -3.6480 -2.7330 -5.6264
H -3.1233 -3.5388 -6.1726
H -3.8992 -1.9239 -6.3341
H -4.5692 -3.1321 -5.1689
N 1.0111 3.1441 -2.0177
C 1.1013 4.2647 -1.7262
C 1.2292 5.6784 -1.4566
H 0.2472 6.0964 -1.1770
H 1.5944 6.1850 -2.3675
H 1.9552 5.8419 -0.6418
Tc 0.4959 -0.3718 -1.9003
C -1.0561 0.5785 -2.4553
O -2.0172 1.1723 -2.7621
C -0.0655 -2.1187 -1.4298
O -0.3980 -3.1986 -1.1191
C 2.3770 -1.6897 -3.0699
C 3.1154 -0.5749 -2.6714
C 2.7494 0.7077 -3.1074
C 1.6476 0.8857 -3.9436
C 0.9022 -0.2273 -4.3548
C 1.2440 -1.5075 -3.8870
H 2.6420 -2.6881 -2.7196
H 3.9591 -0.7026 -1.9972
H 3.3224 1.5751 -2.7904
H 1.3488 1.8864 -4.2552
H 0.0938 -0.1160 -5.0761
H 0.7131 -2.3720 -4.2825
O 0.3939 0.3625 -0.0147
As -0.3706 0.2683 1.5397
C 0.6666 -0.8166 2.7307
C 1.1773 -0.2340 3.9004
C 1.7379 -1.0538 4.8883
C 1.8365 -2.4346 4.6853
C 1.3977 -2.9956 3.4812
C 0.8227 -2.1874 2.4939
C -0.4199 2.0930 2.1178
C 0.3733 3.0632 1.4907
C 0.2769 4.3963 1.9013
C -0.6098 4.7606 2.9239
C -1.3859 3.7862 3.5592
C -1.3035 2.4493 3.1510
C -2.1667 -0.3369 1.2327
C -3.1257 0.5819 0.7837
C -4.4859 0.2559 0.8784
C -4.8711 -1.0070 1.3515
C -3.8991 -1.9613 1.6845
C -2.5382 -1.6351 1.6071
H 1.1172 0.8488 4.0288
H 2.1039 -0.6013 5.8100
H 2.2834 -3.0661 5.4560
H 1.5098 -4.0671 3.3010
H 0.5093 -2.6209 1.5409
H 1.0312 2.7786 0.6647
H 0.8865 5.1556 1.4075
H -0.7024 5.8054 3.2226
H -2.0738 4.0546 4.3616
H -1.9284 1.6849 3.6169
H -2.8091 1.5484 0.3876
H -5.2385 0.9913 0.5809
H -5.9339 -1.2518 1.4468
H -4.1961 -2.9628 2.0081
H -1.7722 -2.3705 1.8519